[1]
Computed, not measured: a structure of composition C23H30ClN3O3PPdSbTe in a non-equilibrium geometry, with ωB97M-V/def2-TZVPD.

Positions of all 64 atoms, in Å:
Pd -0.258900 0.121500 -0.781400
C -3.060600 2.187200 -1.538700
C -3.152900 1.613800 -0.162500
C -4.324800 1.405000 0.554000
C -4.252300 0.814700 1.808100
C -3.021200 0.432500 2.318000
C -1.901100 0.691000 1.546300
N -1.977100 1.296500 0.374300
Sb 0.127400 0.689000 2.400700
C 0.717000 2.240200 0.943900
C 0.997000 3.495600 1.463200
C 1.307400 4.529600 0.600600
C 1.376600 4.251300 -0.751500
C 1.129100 2.962100 -1.212000
C 1.213600 2.681600 -2.674900
N 0.788300 1.981600 -0.365100
C 1.806900 -0.480200 1.550600
C 2.988900 -0.045700 2.086500
C 4.194700 -0.270800 1.429400
C 4.125900 -0.753400 0.112300
C 2.952700 -1.167900 -0.440000
C 2.816600 -1.546800 -1.873700
N 1.759000 -1.162700 0.328700
H -3.721200 3.037900 -1.683000
H -3.314100 1.416100 -2.267900
H -2.020600 2.487200 -1.714800
H -5.277200 1.713900 0.150300
H -5.152100 0.663600 2.389600
H -2.926700 -0.033300 3.291400
H 0.939400 3.654600 2.530300
H 1.469600 5.531500 0.969200
H 1.611900 5.029400 -1.458900
H 1.658300 3.523700 -3.195900
H 0.214200 2.507500 -3.085700
H 1.801800 1.785500 -2.877100
H 2.953500 0.461600 3.045100
H 5.136800 -0.029200 1.886900
H 5.024300 -0.793800 -0.487100
H 3.790800 -1.539200 -2.354400
H 2.165500 -0.813200 -2.372200
H 2.369900 -2.529700 -2.012600
Cl 1.952300 -3.666600 1.277100
C 1.018100 -2.380900 0.379000
H 0.094800 -2.252600 0.947100
H 0.816000 -2.790300 -0.609500
C -5.037900 -1.825400 -2.589200
C -4.332300 -1.451500 -1.295500
O -3.018700 -1.004200 -1.595900
P -1.714900 -1.573300 -0.786600
O -2.134000 -2.083400 0.537200
Te -0.647400 -0.373300 -3.176900
O -1.180400 -2.810800 -1.734600
C -1.739200 -4.118000 -1.673100
C -0.698200 -5.152100 -1.263100
H -6.004700 -2.271500 -2.380700
H -4.438600 -2.532400 -3.153800
H -5.181900 -0.930200 -3.189300
H -4.279100 -2.288500 -0.590900
H -4.862900 -0.630400 -0.797700
H -2.122600 -4.335300 -2.675300
H -2.569400 -4.130200 -0.962000
H 0.151500 -5.129500 -1.941900
H -1.134400 -6.148000 -1.292200
H -0.354700 -4.959800 -0.248900

Cartesian forces, eV/Å:
-0.4 -0.7 0.4
0.0 0.2 0.0
0.0 0.2 -0.1
0.0 0.0 0.2
0.0 0.1 -0.1
0.1 -0.2 0.2
0.3 0.2 0.5
0.2 0.1 0.2
0.0 0.4 -0.1
0.1 0.1 0.6
-0.2 -0.2 0.2
0.0 0.0 -0.3
-0.1 0.1 0.4
0.1 0.2 -0.2
0.0 0.0 0.0
0.4 0.2 0.1
-0.9 -0.1 -0.6
0.0 -0.1 0.1
-0.4 -0.3 -0.9
0.7 0.8 1.0
-1.6 -0.4 -0.5
0.4 -0.3 0.5
2.5 1.0 0.9
-0.1 0.1 0.0
0.1 0.0 -0.1
-0.3 -0.1 -0.1
-0.1 0.0 -0.1
0.0 0.0 0.0
-0.1 0.0 -0.1
0.0 0.1 0.1
0.1 0.1 0.0
0.1 0.1 -0.1
0.1 0.1 0.0
0.1 -0.2 0.0
-0.2 0.0 0.0
0.1 0.0 -0.1
0.2 0.1 0.1
0.0 -0.1 -0.1
0.1 0.0 0.0
-0.4 0.0 0.0
-0.1 0.1 -0.1
0.0 0.2 -0.1
-0.9 -1.1 -0.2
0.1 0.0 -0.2
0.0 0.2 0.2
0.2 0.2 0.3
-0.3 -0.3 0.2
-0.3 -0.2 0.7
-0.1 0.1 -2.5
0.1 -0.3 0.9
1.1 0.5 -2.0
0.0 -0.3 1.0
-0.2 -0.2 0.1
-0.2 0.4 -0.1
-0.2 0.0 0.0
0.1 -0.1 -0.1
0.0 0.0 -0.2
-0.2 0.1 -0.1
0.0 -0.2 0.0
0.0 0.0 0.1
0.0 -0.1 0.0
0.1 0.0 -0.1
0.0 -0.1 0.0
0.1 0.0 0.1

The highest occupied orbital energy (alpha / beta) is -5.331 / -5.413 eV. Its net charge is 0.

[2]
Computed, not measured: a cluster of 2 separate species, C7H12NOP in total in a non-equilibrium geometry, with ωB97M-V/def2-TZVPD.

Positions of all 22 atoms, in Å:
P -0.797526 -0.576783 -0.112265
C -0.054047 -0.623651 -1.849508
C -0.802755 0.039992 -3.064850
C -0.100218 -0.028156 -4.439472
N 1.159064 -0.615757 -4.752104
C 1.807079 -1.234630 -3.643794
C 1.319401 -1.314120 -2.178940
H 0.280466 -0.172542 0.798600
H -1.293355 -1.839472 0.339087
H -1.774315 0.471742 -0.090736
H -1.815235 0.533079 -2.919476
H -0.669734 0.450763 -5.319373
H 2.813836 -1.749743 -3.865166
H 1.927008 -1.847646 -1.379077
C -0.936916 0.989618 4.340590
C 0.482840 1.132163 3.754371
O 0.716792 0.062158 2.981066
H -1.034461 0.088707 4.955238
H -1.166218 1.850718 4.983063
H -1.700537 0.956103 3.554486
H 1.140511 1.294476 4.629576
H 0.498323 2.132983 3.278685

Cartesian forces, eV/Å:
1.8 0.6 -0.6
1.1 -0.2 -4.2
3.8 -2.1 0.3
-0.1 -0.3 1.9
-2.1 -0.2 4.6
-1.4 0.4 1.4
-2.6 2.0 -2.3
-0.5 -0.1 0.7
0.0 0.8 -0.4
0.4 -0.9 0.0
1.6 -0.7 -0.4
1.2 -0.9 1.5
-1.8 1.0 0.3
-0.9 0.9 -1.3
-0.1 0.7 0.6
-1.6 0.1 0.6
0.7 -0.7 -1.9
0.1 0.0 -0.2
-0.2 0.0 0.1
0.2 -0.1 -0.1
0.4 -0.4 0.0
0.1 0.1 -0.5

The highest occupied orbital energy is -6.103 eV. Its net charge is 0.

[3]
Computed, not measured: a cluster of 2 separate species, C35H38N5O5 in total in a non-equilibrium geometry, with ωB97M-V/def2-TZVPD.

Positions of all 83 atoms, in Å:
C 2.603166 -3.590446 2.856784
N 3.062638 -2.654958 1.864469
C 3.650365 -3.049302 0.694221
O 3.935499 -4.204525 0.394350
C 3.907698 -1.794641 -0.127142
C 3.180982 -1.805279 -1.475233
C 3.735124 -2.877745 -2.376329
C 2.880231 -3.844077 -2.908800
C 3.409027 -4.911184 -3.638119
C 4.788322 -4.979992 -3.871466
C 5.636030 -3.973686 -3.393335
C 5.108879 -2.917452 -2.644506
N 3.448659 -0.731412 0.772187
C 3.579096 0.566991 0.447140
C 3.025614 1.600645 1.187603
C 3.231667 2.943767 0.920039
C 2.531025 3.997601 1.598881
C 2.431282 5.316349 1.036603
C 1.728473 6.329544 1.667355
C 1.069669 6.061741 2.889705
N 0.412967 7.094640 3.614654
O -0.121074 6.772276 4.705114
O 0.399283 8.262011 3.164211
C 1.111292 4.772622 3.459059
C 1.845124 3.773450 2.839671
C 2.778074 -1.236782 1.981196
C 1.257290 -0.993704 1.962722
C 3.379600 -0.683827 3.277821
H 2.898045 -4.594597 2.559602
H 3.039779 -3.340796 3.828104
H 1.513829 -3.539650 2.959747
H 4.994528 -1.701018 -0.283453
H 2.106061 -1.968290 -1.292639
H 3.297866 -0.810936 -1.931796
H 1.807981 -3.771864 -2.709081
H 2.744071 -5.690311 -4.011103
H 5.204084 -5.825123 -4.423456
H 6.711359 -4.012290 -3.583712
H 5.764455 -2.140437 -2.234177
H 4.136974 0.763595 -0.474541
H 2.371461 1.332423 2.018968
H 3.872114 3.215846 0.094384
H 2.879910 5.501555 0.057423
H 1.651474 7.326810 1.242834
H 0.562582 4.582334 4.378787
H 1.875299 2.788647 3.308869
H 0.785628 -1.595192 1.173765
H 0.849046 -1.286668 2.937388
H 1.010739 0.056929 1.789815
H 4.426442 -1.002880 3.363550
H 3.340153 0.406096 3.314892
H 2.802046 -1.076859 4.122471
O 6.664130 -0.579329 -0.637003
C 7.854322 -0.377341 -0.384386
C 9.056152 -1.068006 -0.898849
C 10.166180 -0.310038 -0.552025
C 11.444102 -0.664174 -0.948373
C 11.590058 -1.848279 -1.686183
C 10.470578 -2.637268 -2.012079
C 9.177148 -2.239956 -1.638368
C 9.723940 0.862028 0.235659
O 10.358200 1.823916 0.642923
N 8.333522 0.655890 0.410046
C 7.455215 1.640642 1.073051
C 6.970238 2.700870 0.114024
C 6.765341 4.095385 0.719687
C 5.916326 4.817427 -0.348348
C 5.526921 3.719569 -1.359602
N 5.690261 2.483957 -0.538920
H 12.285653 -0.030388 -0.677915
H 12.578859 -2.167416 -2.013335
H 10.620182 -3.566577 -2.564620
H 8.290082 -2.820351 -1.886958
H 6.616264 1.110107 1.531043
H 8.077748 2.110685 1.836036
H 7.723245 2.803114 -0.696487
H 6.194871 3.991677 1.651368
H 7.710827 4.577084 0.963225
H 5.023082 5.244505 0.121752
H 6.463638 5.635642 -0.814879
H 4.515717 3.849114 -1.764176
H 6.252053 3.718133 -2.191315
H 5.705968 1.638646 -1.114116

Cartesian forces, eV/Å:
-0.2 0.1 0.5
0.1 -0.1 -0.5
0.3 -1.3 0.1
-0.4 1.7 0.3
0.7 -0.5 0.0
-0.3 0.2 0.1
0.1 -0.1 -0.2
0.4 -0.1 0.1
0.2 0.2 0.0
-0.1 0.1 0.1
-0.3 0.1 0.1
-0.1 -0.3 -0.1
0.2 2.7 -0.9
0.4 -3.0 -0.3
-0.5 2.3 1.0
-0.8 -1.5 -0.3
-1.2 1.6 1.4
0.2 -1.3 0.1
-0.6 0.0 0.9
1.5 -1.8 -1.2
-2.0 2.7 2.2
1.1 0.6 -2.3
0.2 -2.6 0.6
0.0 0.5 -0.3
0.3 0.1 -0.9
-0.5 -0.3 0.5
-0.1 -0.1 -0.2
0.3 -0.1 0.0
0.0 0.1 0.0
0.0 -0.2 -0.1
0.1 -0.1 -0.1
-0.5 0.0 0.1
0.3 0.1 -0.2
-0.1 -0.2 0.0
0.3 -0.1 -0.1
0.2 0.2 0.0
-0.1 0.3 0.1
-0.4 -0.1 0.0
-0.2 -0.3 -0.2
-0.3 -0.2 0.5
0.3 0.3 -0.5
-0.1 -0.1 0.2
-0.1 0.0 0.4
0.1 -0.2 0.1
0.2 0.1 -0.2
0.0 0.4 -0.1
0.1 0.2 0.2
0.0 0.1 -0.3
-0.1 -0.3 0.1
-0.2 0.1 0.1
0.1 -0.3 0.2
0.2 0.1 -0.2
1.2 0.3 0.5
-0.7 0.2 -0.1
0.2 -0.6 -0.5
0.5 -0.3 -0.3
-0.1 -0.1 -0.1
-0.4 0.0 0.0
0.1 0.3 0.1
0.2 0.2 0.2
0.5 1.1 0.6
-1.2 -1.5 -0.5
-0.8 0.5 0.2
0.5 -0.5 -0.3
0.6 0.9 -0.7
-0.2 -0.4 0.1
-0.1 0.2 0.3
0.6 -0.3 0.3
-0.3 -0.2 -0.9
-0.1 -0.2 -0.1
-0.2 0.1 0.1
-0.1 0.3 0.1
0.3 0.0 0.0
0.1 0.0 0.1
-0.1 -0.1 0.0
0.2 0.0 0.4
0.1 0.0 -0.1
0.0 0.1 -0.1
0.2 0.0 -0.1
-0.1 -0.1 -0.1
0.2 -0.2 0.0
-0.3 0.0 0.1
0.3 0.4 0.0

The highest occupied orbital energy is -11.171 eV. Its net charge is +1.

[4]
Computed, not measured: a cluster of 11 separate species, H22O11 in total in a non-equilibrium geometry, with ωB97M-V/def2-TZVPD.

Positions of all 33 atoms, in Å:
O -7.568990 -8.999057 10.102416
H -8.359281 -8.581358 9.760072
H -6.894349 -8.806195 9.451343
O -4.599955 -5.029954 9.765237
H -4.385734 -4.097684 9.799842
H -5.543244 -5.053643 9.604375
O -9.631119 -7.131663 9.295052
H -9.793699 -6.769369 10.166003
H -10.249636 -6.674151 8.725533
O -4.395741 -6.574135 7.501182
H -3.475217 -6.531408 7.242264
H -4.455130 -6.007948 8.270683
O -8.132608 -7.311762 6.677768
H -7.648062 -8.001602 7.131171
H -9.032622 -7.405864 6.989778
O -6.003874 -6.527948 5.077680
H -5.356792 -6.738950 5.750740
H -6.843475 -6.549378 5.536846
O -9.727991 -5.337139 11.408239
H -9.217516 -5.018219 12.152511
H -10.604544 -4.978544 11.547136
O -6.021456 -8.748773 8.009464
H -5.451359 -9.381704 8.446050
H -5.434230 -8.042196 7.740851
O -7.169409 -5.653769 8.838678
H -7.211018 -6.183928 8.042797
H -7.782215 -6.076061 9.440650
O -6.858436 -2.194772 8.482329
H -7.501791 -2.767754 8.899476
H -7.332844 -1.789734 7.756309
O -9.208393 -3.325037 9.334476
H -9.255797 -4.225293 9.012710
H -10.043822 -3.185224 9.780274

Cartesian forces, eV/Å:
-0.4 -0.3 1.0
-0.2 0.0 -0.1
0.1 0.3 -0.3
0.7 -0.1 0.2
0.1 0.3 -0.1
-0.9 -0.1 -0.2
0.0 -0.3 -0.5
0.0 0.2 0.7
-0.2 0.1 -0.2
0.1 -0.8 -0.8
0.2 -0.1 -0.1
-0.1 0.8 0.9
-0.2 0.4 -0.1
0.4 -0.7 0.1
-0.2 0.0 0.0
0.2 0.1 -0.6
0.2 0.2 0.2
-0.3 -0.1 0.0
-0.2 -0.2 -0.1
0.3 0.0 0.2
-0.3 0.1 0.1
-0.3 -0.5 -0.3
0.2 -0.4 -0.1
0.8 0.8 -0.2
0.3 0.8 0.5
-0.2 -0.2 -0.5
-0.2 -0.3 0.1
0.7 0.2 0.0
-0.3 -0.1 0.1
-0.1 0.0 -0.1
-0.3 0.2 -0.1
0.3 -0.4 -0.1
-0.1 0.2 0.1

The highest occupied orbital energy is -10.270 eV. Its net charge is 0.

[5]
Computed, not measured: a structure of composition C4H10N2O in a non-equilibrium geometry, with ωB97M-V/def2-TZVPD.

Positions of all 17 atoms, in Å:
C -0.060445 -1.650835 -0.059666
C 1.756212 0.414908 1.169159
C 0.924285 0.647679 -0.054015
N -0.060214 -0.257754 -0.460626
H 1.430765 1.043273 -0.933704
H 0.854133 -2.104219 -0.450379
H -0.121156 -1.761383 1.026888
H -0.930784 -2.133966 -0.502711
H 2.423967 -0.439879 1.014838
H 1.143486 0.198735 2.046321
H 2.387981 1.278923 1.381785
N -2.019091 0.725941 -1.322198
C -1.254923 0.613776 -0.171617
O -1.756779 0.760948 0.945377
H -2.878684 0.199336 -1.427015
H -1.849129 0.833438 -2.314661
H 0.010376 1.631079 0.112225

Cartesian forces, eV/Å:
-0.2 0.6 0.1
0.2 -0.1 0.2
-1.2 4.2 0.2
-2.1 0.7 0.0
0.8 -0.1 0.2
-0.2 -0.1 0.1
0.1 -0.2 0.1
0.1 -0.1 0.0
-0.1 0.0 0.0
0.0 0.1 -0.1
-0.1 0.0 0.0
-2.3 0.7 -1.7
-1.6 -5.2 0.3
1.0 0.2 -1.7
-0.4 0.4 1.7
2.1 0.2 0.6
3.8 -1.1 0.1

The highest occupied orbital energy is -8.465 eV. Its net charge is 0.

[6]
Computed, not measured: an isolated molecule of C4H9NO, with ωB97M-V/def2-TZVPD.

Positions of all 15 atoms, in Å:
C -0.378153 -0.821887 1.737342
C -0.908048 -0.105679 0.742027
N -2.102327 -0.390416 0.082658
O -0.330368 1.067535 0.330160
C 0.425056 0.985432 -0.878387
C 1.699081 0.172915 -0.719510
H -0.875736 -1.702170 2.129649
H 0.547929 -0.494581 2.192135
H -2.265864 0.143078 -0.757489
H -2.338297 -1.367305 -0.004109
H 0.655687 2.024240 -1.129597
H -0.194844 0.574517 -1.690295
H 2.295198 0.221987 -1.637085
H 1.474019 -0.875933 -0.505546
H 2.296661 0.568273 0.108051

Cartesian forces, eV/Å:
-0.1 0.1 -0.1
0.1 -0.2 0.2
0.1 0.0 -0.1
-0.1 0.0 0.1
0.1 0.0 -0.3
0.0 0.0 0.1
0.0 0.1 -0.1
-0.1 0.0 -0.1
0.0 -0.1 0.1
0.0 0.1 0.0
0.0 -0.1 0.0
0.1 0.1 0.1
-0.1 0.0 0.1
0.0 0.1 0.0
-0.1 0.0 -0.1

The highest occupied orbital energy is -8.212 eV. Its net charge is 0.

[7]
Computed, not measured: an isolated molecule of C4H8N2 in a non-equilibrium geometry, with ωB97M-V/def2-TZVPD.

Positions of all 14 atoms, in Å:
C -0.514648 1.397854 0.025995
N -0.442252 0.008397 -0.384259
C -1.059956 -0.967218 0.491562
C 0.865297 -0.318855 -0.881168
C 1.894048 -0.452441 0.188452
N 2.621850 -0.549816 1.082955
H -1.372970 1.564917 0.678714
H -0.635402 2.025879 -0.863396
H 0.379300 1.743820 0.569782
H -0.572386 -1.094125 1.475022
H -1.081524 -1.938020 -0.017939
H -2.097876 -0.659929 0.653791
H 1.179312 0.485357 -1.556698
H 0.837208 -1.245825 -1.462819

Cartesian forces, eV/Å:
-0.1 0.3 0.1
0.0 0.1 -0.1
-0.1 0.0 0.0
0.0 -0.1 -0.2
0.6 -0.1 0.8
-0.7 0.1 -0.9
0.0 -0.1 -0.1
0.0 0.0 0.1
-0.1 -0.1 0.0
0.0 0.1 -0.2
0.0 0.1 0.1
0.2 -0.1 0.1
0.1 -0.2 0.1
0.1 0.1 0.1

The highest occupied orbital energy is -9.100 eV. Its net charge is 0.

[8]
Computed, not measured: an isolated molecule of C4H4OS in a non-equilibrium geometry, with ωB97M-V/def2-TZVPD.

Positions of all 10 atoms, in Å:
C 0.506575 -0.236944 -1.474222
C 0.440030 -0.395026 -0.014329
S 1.211518 -1.471407 0.918002
C -0.808183 0.679915 0.869239
C -0.958155 0.565160 2.162267
O -0.805474 0.327590 3.291629
H -0.059641 0.549635 -2.029450
H 0.299891 -1.207884 -2.097074
H 1.542062 0.164231 -1.660212
H -1.368623 1.024729 0.034150

Cartesian forces, eV/Å:
0.6 0.2 -2.7
-2.4 0.6 3.8
-0.2 0.7 -0.9
2.4 -2.0 -2.7
1.2 -0.7 -0.1
-0.6 0.4 -0.5
-0.3 -0.5 1.2
0.7 1.6 1.5
-0.6 -1.0 0.0
-0.8 0.7 0.4

The highest occupied orbital energy is -8.850 eV. Its net charge is 0.